Entry 1:
DFT (the ωB97M-V functional and the def2-TZVPD basis) results for a structure of composition C24H34NO7Se3V.

Geometry as ORCA input:
```
! wB97M-V def2-TZVPD RIJCOSX def2/J DEFGRID3
* xyz -1 2
V -0.523 -0.162 0.467
O -7.600 1.085 -0.958
C -6.879 1.158 0.269
C -5.384 0.926 0.022
C -4.714 0.938 1.406
O -3.322 0.930 1.283
C -4.850 2.040 -0.899
Se -3.499 1.422 -2.176
C -5.204 -0.424 -0.629
Se -3.416 -0.869 -1.370
H -8.537 1.165 -0.762
H -7.248 0.399 0.970
H -7.012 2.145 0.730
H -5.073 0.072 1.973
H -5.023 1.843 1.948
H -2.914 0.140 1.687
H -4.409 2.839 -0.303
H -5.672 2.440 -1.487
H -5.761 -0.461 -1.572
H -5.477 -1.253 0.016
O -0.823 2.733 1.353
C -0.760 1.630 1.037
O -2.719 -3.546 2.314
Se -2.068 -2.687 1.105
O -3.466 -2.152 0.220
O -1.725 -0.634 -0.956
O -1.612 -1.142 1.826
C 4.491 3.812 -1.184
C 3.247 2.998 -1.430
C 2.370 3.341 -2.453
C 1.217 2.592 -2.670
C 0.253 2.950 -3.768
C 0.970 1.489 -1.867
C 1.823 1.122 -0.809
C 2.968 1.911 -0.612
N 1.405 0.081 0.007
C 2.248 -1.005 0.508
C 1.769 -2.303 -0.176
C 2.467 -3.543 0.382
C 2.209 -3.632 1.888
C 2.750 -2.378 2.580
C 4.252 -2.251 2.307
C 4.485 -2.142 0.796
C 3.968 -3.413 0.117
C 3.758 -0.899 0.259
C 2.036 -1.141 2.027
H 4.460 4.757 -1.728
H 5.388 3.274 -1.502
H 4.610 4.040 -0.122
H 2.580 4.203 -3.079
H 0.544 3.880 -4.261
H -0.759 3.068 -3.378
H 0.216 2.166 -4.528
H 0.089 0.883 -2.056
H 3.627 1.714 0.224
H 1.947 -2.203 -1.252
H 0.685 -2.414 -0.060
H 2.073 -4.436 -0.113
H 2.693 -4.525 2.300
H 1.136 -3.729 2.078
H 2.571 -2.448 3.657
H 4.785 -3.122 2.705
H 4.650 -1.366 2.813
H 5.555 -2.028 0.598
H 4.505 -4.286 0.504
H 4.154 -3.367 -0.961
H 3.956 -0.763 -0.808
H 4.166 -0.027 0.776
H 2.406 -0.230 2.509
H 0.966 -1.206 2.264
*
```

Output
Largest force on an atom (eV/Å): 0.7
E (eV): -262989.7149

These are the natural (NBO) partial charges, in e, on atoms 1 to 5: 0.9778, -0.7305, -0.0469, -0.1466, -0.0400

***

Entry 2:
DFT (the ωB97M-V functional and the def2-TZVPD basis) results for a cluster of 8 separate species, C24H34O24 in total at a distorted geometry.

Geometry as ORCA input:
```
! wB97M-V def2-TZVPD RIJCOSX def2/J DEFGRID3
* xyz 0 1
C 7.831 3.428 -2.997
C 7.201 2.040 -2.758
O 5.846 2.334 -2.456
C 5.664 3.650 -2.562
O 4.528 4.164 -2.471
O 6.730 4.295 -2.696
H 8.133 3.547 -4.038
H 8.554 3.609 -2.202
H 7.735 1.460 -2.005
H 7.373 1.447 -3.657
C -0.987 3.690 4.700
C -0.466 2.755 5.752
O 0.895 2.575 5.512
C 1.113 2.967 4.227
O 2.201 2.919 3.680
O -0.049 3.392 3.682
H -0.857 4.766 4.813
H -2.019 3.555 4.376
H -0.970 1.790 5.700
H -0.605 3.081 6.783
C 4.318 -4.519 3.567
C 3.915 -3.040 3.667
O 3.968 -2.761 5.082
C 4.521 -3.784 5.738
O 4.794 -3.712 6.969
O 4.843 -4.783 4.879
H 5.078 -4.644 2.796
H 3.480 -5.157 3.288
H 2.904 -2.901 3.284
H 4.526 -2.338 3.100
C 0.221 0.671 -1.587
C -0.952 -0.034 -0.855
O -1.917 -0.087 -1.838
C -1.454 0.158 -3.105
O -2.194 0.019 -4.112
O -0.219 0.623 -2.961
H 1.136 0.101 -1.425
H 0.375 1.684 -1.217
H -1.435 0.610 -0.121
H -0.650 -0.998 -0.445
C -1.852 6.174 -5.381
C -0.997 5.898 -4.148
O -1.928 5.468 -3.205
C -3.141 5.678 -3.574
O -4.143 5.335 -2.992
O -3.123 6.189 -4.777
H -1.807 5.346 -6.089
H -1.679 7.131 -5.872
H -0.396 6.724 -3.767
H -0.407 4.982 -4.171
C -7.070 -0.012 -2.600
C -6.849 -1.392 -3.188
O -8.190 -1.929 -2.950
C -9.036 -0.856 -2.589
O -10.199 -0.909 -2.250
O -8.403 0.241 -2.719
H -6.520 0.752 -3.151
H -6.590 -0.050 -1.622
H -6.125 -2.005 -2.651
H -6.541 -1.371 -4.233
C -3.461 -3.324 6.102
C -2.105 -2.704 5.861
O -2.260 -2.103 4.612
C -3.498 -2.102 4.207
O -3.992 -1.492 3.244
O -4.241 -2.899 5.048
H -3.835 -2.991 7.070
H -3.403 -4.412 6.132
H -1.259 -3.390 5.836
H -1.921 -2.037 6.704
C 4.149 -3.839 -2.159
O 2.895 -3.810 -2.793
C 1.771 -4.049 -2.131
O 1.615 -4.180 -0.971
O 0.841 -4.256 -3.195
C -0.464 -4.649 -2.991
H 4.904 -3.637 -2.919
H 4.440 -4.802 -1.739
H 4.221 -3.078 -1.383
H -1.165 -4.040 -3.562
H -0.869 -4.442 -2.001
H -0.480 -5.730 -3.130
*
```

Output
Largest force on an atom (eV/Å): 7.6
Energy relative to the best compared isomer or geometry (same formula, charge and spin) (kcal per mole): 83.5
Structure (SMILES): COC(=O)OC.O=C1OCCO1.O=C1OCCO1.O=C1OCCO1.O=C1OCCO1.O=C1OCCO1.O=C1OCCO1.O=C1OCCO1

These are the Mulliken partial charges, in e, on atoms 1 to 5: -0.2710, -0.2566, -0.2787, 0.6805, -0.6200